A cluster of 13 separate species, C48H96O41S2 in total in a non-equilibrium geometry. Source: OMol25; level of theory: ωB97M-V/def2-TZVPD.

Cartesian coordinates (Å):
C -3.908 5.553 -3.651
C -3.352 4.190 -3.391
O -3.907 3.210 -4.285
C -3.356 2.973 -5.522
O -2.492 3.683 -6.016
O -3.957 1.924 -6.107
C -3.380 1.349 -7.265
H -3.766 5.782 -4.707
H -3.340 6.296 -3.091
H -4.965 5.523 -3.384
H -3.333 3.992 -2.319
H -2.269 4.240 -3.505
H -3.029 0.336 -7.064
H -2.647 1.932 -7.821
H -4.222 1.148 -7.927
C 2.106 -3.681 -4.752
C 1.902 -5.105 -5.182
O 2.609 -6.059 -4.327
C 3.407 -6.938 -4.897
O 3.493 -7.266 -6.093
O 4.218 -7.257 -3.982
C 5.410 -8.016 -4.357
H 3.177 -3.479 -4.755
H 1.785 -3.303 -3.781
H 1.516 -3.113 -5.471
H 2.243 -5.194 -6.213
H 0.822 -5.259 -5.194
H 5.191 -8.816 -5.065
H 5.720 -8.522 -3.443
H 6.287 -7.491 -4.737
C 3.986 1.452 -9.121
C 2.605 1.505 -9.712
O 2.646 1.015 -11.079
C 2.288 -0.258 -11.286
O 2.094 -1.119 -10.451
O 2.368 -0.409 -12.590
C 1.878 -1.650 -13.158
H 3.979 2.087 -8.234
H 4.664 1.856 -9.872
H 4.338 0.448 -8.887
H 2.392 2.559 -9.889
H 2.048 0.987 -8.931
H 0.906 -2.032 -12.848
H 2.706 -2.340 -12.996
H 1.815 -1.517 -14.238
C 10.803 -1.833 -9.074
C 9.521 -2.612 -9.138
O 8.779 -2.422 -7.969
C 9.060 -3.085 -6.769
O 9.998 -3.827 -6.552
O 8.094 -2.727 -5.917
C 8.160 -2.996 -4.545
H 10.628 -0.768 -9.219
H 11.425 -2.186 -9.897
H 11.457 -2.065 -8.233
H 9.706 -3.675 -9.294
H 8.981 -2.390 -10.059
H 9.190 -3.054 -4.192
H 7.901 -4.032 -4.323
H 7.502 -2.340 -3.976
C 0.220 5.970 6.044
C -0.795 4.784 5.940
O -0.987 4.075 7.144
C -0.040 3.203 7.651
O -0.230 2.682 8.725
O 0.891 2.828 6.718
C 1.829 1.816 6.941
H 0.426 6.376 5.053
H 1.197 5.809 6.500
H -0.314 6.731 6.613
H -0.360 4.166 5.155
H -1.807 5.021 5.609
H 2.754 2.218 6.528
H 1.566 0.972 6.303
H 2.014 1.408 7.935
C -2.882 -5.877 0.829
C -3.402 -5.848 -0.648
O -3.775 -4.452 -0.975
C -5.018 -4.049 -0.619
O -5.766 -4.555 0.225
O -5.168 -2.922 -1.278
C -6.469 -2.245 -1.296
H -2.112 -6.646 0.886
H -3.618 -6.003 1.624
H -2.229 -5.043 1.085
H -4.182 -6.582 -0.849
H -2.654 -6.169 -1.373
H -6.322 -1.182 -1.488
H -6.888 -2.258 -0.290
H -7.151 -2.704 -2.011
C 10.175 2.212 -4.344
C 10.569 3.070 -3.105
O 9.764 3.034 -1.936
C 9.858 2.021 -1.185
O 10.489 0.947 -1.357
O 9.043 2.313 -0.154
C 8.686 1.239 0.696
H 10.935 2.344 -5.114
H 9.177 2.453 -4.712
H 10.083 1.172 -4.032
H 10.470 4.118 -3.388
H 11.646 2.985 -2.966
H 7.926 0.545 0.336
H 8.185 1.648 1.574
H 9.539 0.630 0.997
C 10.194 -7.259 0.351
C 9.699 -8.365 1.354
O 8.298 -8.391 1.405
C 7.683 -7.458 2.119
O 8.245 -6.830 3.003
O 6.395 -7.385 1.808
C 5.545 -6.287 2.088
H 11.246 -6.998 0.464
H 9.547 -6.393 0.492
H 10.067 -7.639 -0.663
H 10.084 -8.005 2.308
H 10.176 -9.330 1.180
H 5.105 -6.526 3.056
H 4.830 -6.128 1.281
H 6.004 -5.330 2.339
C -6.312 3.840 12.414
C -6.587 4.662 11.106
O -7.806 5.336 10.997
C -8.976 4.711 10.759
O -9.131 3.494 10.624
O -9.953 5.559 10.829
C -11.296 5.287 10.503
H -7.055 3.061 12.585
H -6.240 4.455 13.311
H -5.432 3.198 12.374
H -6.652 3.988 10.252
H -5.725 5.287 10.871
H -11.930 6.100 10.859
H -11.548 4.283 10.844
H -11.304 5.276 9.413
C -3.617 0.950 3.283
C -2.211 0.411 3.100
O -1.467 1.213 2.141
C -0.180 0.946 1.777
O 0.536 -0.033 1.966
O 0.209 2.000 1.054
C 1.457 1.999 0.339
H -4.037 1.128 2.293
H -3.605 1.822 3.936
H -4.195 0.201 3.826
H -2.152 -0.622 2.757
H -1.655 0.483 4.035
H 1.927 1.020 0.253
H 2.042 2.554 1.072
H 1.448 2.529 -0.613
C -13.227 2.802 4.777
C -13.901 1.628 5.504
O -15.009 2.109 6.318
C -16.201 2.402 5.760
O -16.517 2.033 4.619
O -16.949 3.256 6.487
C -18.302 3.627 6.131
H -12.247 2.492 4.415
H -13.116 3.595 5.517
H -13.885 3.069 3.950
H -13.104 1.134 6.060
H -14.295 0.885 4.810
H -18.573 4.473 6.762
H -19.098 2.898 6.285
H -18.406 3.856 5.070
C 1.808 9.810 -4.790
C 1.397 8.418 -5.175
O 1.640 7.664 -4.001
S 2.010 8.576 -2.666
O 3.452 8.529 -2.392
O 1.092 8.141 -1.629
O 1.633 9.924 -3.450
H 1.084 10.400 -5.352
H 2.860 9.981 -5.018
H 1.875 7.997 -6.059
H 0.315 8.321 -5.255
C -3.800 -4.918 8.820
C -3.799 -6.166 9.703
O -2.381 -6.408 9.756
S -1.574 -5.877 8.380
O -1.447 -6.966 7.399
O -0.378 -5.127 8.848
O -2.825 -4.924 7.881
H -3.599 -4.115 9.529
H -4.754 -4.782 8.311
H -4.390 -6.940 9.212
H -4.224 -6.069 10.702

Cartesian forces (eV/Å) of the 6 atoms listed first:
C -0.212 -0.149 -0.368
C 2.219 0.778 -0.588
O -0.258 -1.348 -0.304
C 0.910 1.859 0.419
O -0.997 -1.301 0.573
O 0.342 0.739 1.324

* multiplicity: 1
* energy relative to the best compared isomer or geometry (same formula, charge and spin): 3.031 eV
* lowest unoccupied orbital energy: 0.1 eV
* HOMO: -10.49 eV

These are the Mulliken partial charges, in e, on atoms 1 to 99: C -0.9973; C -0.2992; O -0.3101; C 0.7542; O -0.5907; O -0.2992; C -0.6554; H 0.2782; H 0.3417; H 0.2708; H 0.3785; H 0.2864; H 0.2700; H 0.3309; H 0.2414; C -1.0783; C -0.2041; O -0.3003; C 0.8166; O -0.6232; O -0.2839; C -0.6952; H 0.2715; H 0.3037; H 0.3312; H 0.3186; H 0.2846; H 0.3078; H 0.2838; H 0.2675; C -1.1747; C -0.1442; O -0.3243; C 0.7621; O -0.5702; O -0.3246; C -0.6596; H 0.3630; H 0.3219; H 0.2971; H 0.3114; H 0.2995; H 0.3014; H 0.3010; H 0.2405; C -1.0392; C -0.2772; O -0.2764; C 0.6397; O -0.5597; O -0.2767; C -0.5903; H 0.2697; H 0.3457; H 0.3235; H 0.3114; H 0.3308; H 0.3371; H 0.2259; H 0.2344; C -1.0798; C -0.0816; O -0.3283; C 0.7049; O -0.5524; O -0.2732; C -0.7005; H 0.3406; H 0.3108; H 0.3090; H 0.1545; H 0.3585; H 0.2667; H 0.2457; H 0.3250; C -1.0681; C -0.2588; O -0.3166; C 0.7337; O -0.5714; O -0.3065; C -0.6594; H 0.3724; H 0.2853; H 0.3079; H 0.2927; H 0.3438; H 0.2430; H 0.3214; H 0.2809; C -1.0110; C -0.3027; O -0.3169; C 0.8003; O -0.6096; O -0.3315; C -0.6778; H 0.3321; H 0.3036